Record 1
CBrCl2F as an isolated structure, computed with ωB97M-V with the def2-TZVPD basis set.

Computed properties:
Energy above the lowest of the compared OMol25 structures with the same formula, charge and spin ... 0.00 kJ/mol
E ... -98840.0507 eV
E_HOMO ... -10.43 eV

The geometry in XYZ format:
```
5
Properties=species:S:1:pos:R:3:forces:R:3
Br -0.58793 0.64440 1.83646 0.302 0.026 -0.071
Cl -1.79680 0.40307 -1.15929 1.995 -0.826 1.384
Cl 0.32055 -1.75884 0.24804 0.070 0.328 -0.385
F 0.91115 0.64617 -0.40806 0.715 -0.031 -0.074
C 0.04728 -0.07502 0.20880 -3.082 0.503 -0.853
```
Forces are in eV/Å.

Charges computed using Löwdin, reported in e: atom 1 (Br): 0.725, atom 2 (Cl): 0.066, atom 3 (Cl): 0.685, atom 4 (F): -0.022, atom 5 (C): -1.454



Record 2
A 8-piece molecular cluster, C39H66NO9PS8 overall, computed with ωB97M-V with the def2-TZVPD basis set.

Computed properties:
E ... -157389.6063 eV
E_HOMO ... -7.17 eV

The geometry in XYZ format:
```
124
Properties=species:S:1:pos:R:3:forces:R:3
S -6.34447 2.88744 -2.61735 -0.101 -0.161 -0.063
S -1.15708 -2.22073 -5.63328 0.074 0.073 0.043
S 2.47823 0.48268 9.84505 -0.106 0.090 -0.059
S 6.91122 3.06555 -4.36338 -0.067 0.037 -0.042
S 7.15899 -2.48229 1.93008 0.042 0.029 -0.085
S 4.44500 -1.66080 -3.66128 -0.015 -0.010 0.149
S 5.38914 -2.17032 6.61884 0.132 -0.011 0.210
S -7.87470 8.53551 -1.07343 0.008 0.095 0.089
P 5.61254 -1.63119 2.75829 0.672 -1.188 -0.297
O 7.34111 2.52645 -3.04504 0.029 -0.066 -0.082
O 4.14890 -1.91477 5.82578 -0.106 0.029 0.184
O 1.97823 -5.33108 0.24826 -0.121 0.106 0.348
O -2.37559 -2.58488 -4.86461 0.042 -0.312 -0.535
O 3.51746 -0.36337 10.49464 -0.091 -0.042 0.011
O 0.37022 -1.33484 -1.71471 -0.268 -0.178 0.151
O -5.56986 2.25324 -1.51611 -0.001 0.114 0.040
O 4.92651 -1.71851 -5.07250 0.076 0.011 0.055
O -7.79146 7.05424 -0.96841 -0.020 0.076 -0.141
N 1.88003 0.61200 -0.15722 0.294 -0.278 1.519
C 1.03769 -0.55814 9.56568 -0.086 -0.090 0.047
C 0.48977 2.54916 0.24523 0.104 -0.756 -0.058
C -1.69944 -1.36289 -7.11922 -0.053 0.004 -0.166
C 5.00176 -3.45677 7.81310 -0.096 -0.098 0.052
C 0.46802 -1.93317 -0.67130 0.591 0.131 0.453
C -0.93476 -4.97880 1.05391 0.157 0.140 -0.359
C 3.59543 -0.59338 1.17134 0.094 0.037 -0.046
C 1.75149 -1.81225 0.16568 0.341 0.017 0.452
C -2.86097 -1.73278 -2.31631 -0.671 0.042 0.735
C 5.87337 -1.34676 -2.61176 0.093 0.033 -0.009
C -4.39632 -3.47039 0.36756 2.021 0.514 1.192
C -0.57163 -2.87572 -0.09283 0.178 -0.258 0.128
C 1.45809 -4.26761 0.47993 -0.325 0.667 0.132
C -2.85774 -3.57232 0.39220 0.644 -0.835 0.061
C -4.42497 -0.34878 -3.71606 0.199 -0.255 -0.425
C 4.19476 -3.35873 -3.11981 -0.023 -0.107 0.036
C -6.78776 9.03931 -2.41692 0.030 -0.009 -0.131
C 0.61729 0.62653 2.01857 0.073 0.447 -0.287
C -5.70742 -2.26006 2.20828 0.051 0.182 -0.790
C 6.35040 1.67321 -5.35124 0.023 -0.096 -0.047
C -1.95790 -2.63161 -0.15246 -0.246 0.777 0.074
C -0.05755 -4.05483 0.49521 0.300 0.266 -0.088
C -7.46779 4.07587 -1.86823 0.075 0.012 0.088
C -2.30334 -4.72199 0.98786 -0.293 -0.185 0.061
C -9.41397 8.92621 -1.92000 -0.079 -0.005 -0.117
C 1.73330 1.49899 11.12884 -0.056 0.018 0.126
C 8.40035 3.39024 -5.32238 0.126 -0.030 -0.051
C 2.43291 -0.58224 0.40080 -0.822 -1.085 -1.098
C 1.06216 1.17776 0.64443 -0.523 0.966 0.064
C 5.53945 -0.84143 7.81634 -0.078 0.118 -0.028
C 3.42838 -2.99136 1.50425 0.495 -0.057 0.273
C -5.01679 -2.20462 0.97565 -0.458 -0.334 0.666
C 2.26049 -2.98827 0.74255 -0.362 -0.222 -0.327
C -4.36334 -1.39137 -2.63702 0.568 0.897 -0.698
C -4.32905 0.39398 -4.67056 0.101 -0.008 1.039
C -2.46347 -1.35824 -0.83544 0.760 -0.265 -0.673
C -0.58571 -3.70735 -6.47196 -0.008 -0.095 -0.112
C -5.27403 4.11019 -3.39209 0.118 0.128 0.000
C 4.09997 -1.78395 1.73347 -0.602 1.158 -0.056
H -0.23450 -4.40981 -5.71811 -0.019 0.078 0.051
H -8.21064 3.52725 -1.29152 0.051 -0.083 -0.051
H 9.03297 2.50214 -5.33540 -0.053 -0.024 0.049
H 5.29346 -2.22483 4.00023 -0.241 0.450 -0.361
H -1.62617 -0.63998 -0.87543 -0.522 -0.245 0.032
H 6.13895 2.00707 -6.36754 -0.019 0.034 0.030
H -0.55281 -5.89679 1.50677 -0.133 0.311 -0.164
H -4.86206 4.77596 -2.63264 -0.044 -0.046 0.047
H 3.36010 -3.77651 -3.68062 -0.005 0.085 -0.015
H -9.45484 9.99659 -2.12402 0.028 -0.006 0.039
H -4.77413 -3.66595 -0.65566 0.025 0.637 0.393
H 4.82672 -4.38463 7.27101 0.037 0.059 -0.069
H 4.10559 -3.18490 8.37156 0.026 0.086 -0.027
H -1.40701 -4.15452 -7.03309 -0.042 0.051 0.041
H -0.14624 1.28108 2.46897 0.322 -0.224 -0.259
H -7.96673 4.64793 -2.65016 0.025 0.002 0.006
H -5.21514 -2.17042 3.18667 -0.080 -2.273 -0.197
H 3.95817 -3.36879 -2.05452 -0.004 0.037 -0.009
H 1.18280 3.34955 0.55576 -0.239 -0.322 -0.052
H -5.84588 4.68120 -4.12469 -0.033 -0.040 0.015
H 7.11283 0.89380 -5.36302 0.001 0.019 0.054
H 0.18075 -0.38422 1.93038 0.379 0.348 0.076
H 0.75658 -1.05744 10.49345 0.068 0.034 0.025
H 5.09393 -3.94464 -3.31261 0.024 0.071 -0.023
H 5.43912 1.28082 -4.90329 0.014 0.032 0.007
H -7.02038 8.46736 -3.31591 -0.043 -0.033 0.046
H -0.48059 2.70602 0.73976 0.308 0.063 -0.330
H 5.57899 -1.42734 -1.56406 -0.027 0.003 -0.019
H 6.23103 -0.33633 -2.81019 -0.062 0.008 0.000
H -4.13699 1.20703 -5.34828 -0.280 -0.487 0.099
H 0.21271 0.05425 9.20099 0.042 0.021 -0.022
H 0.88583 2.04486 10.71332 0.033 -0.012 -0.044
H -4.82425 -0.97968 -1.72680 -0.183 -0.241 -0.443
H -4.46357 3.58416 -3.89400 -0.050 -0.082 0.049
H -10.24106 8.64986 -1.26859 0.077 -0.017 0.052
H -4.77569 -4.31141 0.97346 0.181 0.388 -0.298
H 0.23612 -3.45317 -7.14213 0.010 0.032 0.043
H -2.44997 -1.95976 -7.63874 -0.004 -0.033 0.070
H 8.93673 4.21244 -4.85186 -0.071 -0.010 0.047
H -5.00508 -1.21390 0.49040 -1.574 -1.092 -1.170
H -4.89818 -2.28604 -2.98841 0.055 0.337 0.211
H -5.76030 8.84265 -2.11583 -0.049 -0.019 0.076
H -3.27137 -0.85007 -0.29097 0.217 -0.434 -0.150
H 0.39228 2.57441 -0.85178 -0.012 0.117 0.457
H -6.91772 4.74484 -1.20849 -0.006 0.008 -0.038
H 4.60759 -0.74262 8.37168 0.065 -0.072 0.054
H 6.66335 -2.06383 -2.83777 -0.056 -0.028 -0.038
H 1.48890 0.61505 2.69714 -0.397 -0.266 -0.228
H -6.80917 -2.33803 2.14295 0.322 2.353 0.441
H 1.40744 0.86907 11.95704 0.041 -0.052 -0.041
H 5.89091 -0.26859 3.05336 -0.764 -0.216 -0.109
H 3.82666 -3.92066 1.92916 -0.285 0.308 -0.251
H 1.29578 -1.30283 8.81430 0.070 0.068 -0.014
H -0.84183 -1.18465 -7.76912 0.024 -0.009 0.052
H -2.13404 -0.41034 -6.82197 0.015 -0.050 0.105
H 5.74540 0.08331 7.27910 0.023 -0.078 -0.086
H -2.97481 -5.48330 1.40852 0.200 0.428 -0.160
H -2.21312 -1.24103 -3.04711 -0.139 -0.181 0.475
H 4.10968 0.36451 1.32585 -0.207 -0.410 -0.001
H 5.84442 -3.58651 8.49226 0.014 0.033 -0.037
H -9.47867 8.36166 -2.85081 0.058 -0.031 0.030
H 8.12330 3.67183 -6.33873 -0.039 0.007 0.025
H 2.48180 2.20606 11.48187 0.041 -0.045 -0.068
H -2.73254 -2.82009 -2.44263 0.080 0.519 -0.062
H -6.91300 10.10597 -2.60488 -0.009 -0.006 0.043
H 6.36355 -1.05547 8.49670 -0.018 -0.035 -0.013
```
Forces are in eV/Å.

Atom charges from the Löwdin analysis, given in e for atoms 1 to 8: atom 1 (S): 0.784, atom 2 (S): 0.829, atom 3 (S): 0.796, atom 4 (S): 0.798, atom 5 (S): 0.063, atom 6 (S): 0.792, atom 7 (S): 0.794, atom 8 (S): 0.816



Record 3
C25H41MoN3P2 as an isolated structure, computed with ωB97M-V with the def2-TZVPD basis set.

Computed properties:
Charge ... +2
Spin multiplicity ... 3
Energy above the lowest of the compared OMol25 structures with the same formula, charge and spin ... 0.00 kJ/mol
E ... -51472.9950 eV
E_HOMO (spin up / spin down) ... -13.31 / -13.31 eV

The geometry in XYZ format:
```
72
Properties=species:S:1:pos:R:3:forces:R:3
Mo 1.94389 -1.14986 0.26286 -3.056 3.428 3.694
P 0.72125 0.35238 -2.00110 -1.230 0.755 -2.297
P 2.42280 -1.86559 -1.86134 -0.202 0.182 -3.345
N 3.21031 2.71792 1.76819 -0.921 -1.200 1.407
N 2.67812 0.50330 0.99755 0.165 -0.167 -0.106
N 3.34631 4.08213 3.90944 -0.377 -2.326 -3.254
C -5.18252 3.27918 -0.19678 -1.209 0.211 1.022
C 1.74288 -2.94932 -3.16229 0.002 -0.285 0.024
C -0.22286 -1.01410 2.13695 0.678 -1.283 -0.445
C 1.96202 -3.99635 1.27174 -0.159 -0.326 0.125
C 1.35174 -2.66674 1.58995 -0.771 0.004 -0.229
C 0.95396 -0.77423 2.87944 1.506 -0.877 0.041
C 1.96210 -1.75546 2.54786 -1.672 -0.688 0.120
C 0.04912 -2.11345 1.22321 0.629 -0.756 0.584
C -2.53842 1.00747 -0.34168 1.563 -0.279 -1.438
C -0.41307 -0.38970 -3.35435 -0.050 -0.487 0.621
C 2.82201 1.53127 1.59851 1.513 2.342 -1.241
C 3.25602 3.40769 2.93666 0.328 1.782 2.399
C 0.56775 2.03434 -2.79687 -0.090 0.991 1.004
C 3.15776 -2.18227 3.32979 0.438 0.310 0.173
C -2.56992 3.51067 0.21828 1.299 0.284 0.500
C 2.38526 -0.10212 -2.56795 0.053 -0.813 0.013
C 4.16493 -1.98032 -1.63245 0.620 -0.661 -0.655
C -1.56581 -0.53540 2.51385 -0.386 0.615 -0.392
C -4.08390 3.66220 0.44938 0.585 -0.094 -0.291
C -3.91013 2.29547 -2.06994 -0.223 -0.051 -0.808
C -3.21034 1.10057 -1.50402 0.197 -0.398 0.789
C -1.00876 -2.86555 0.48104 -0.337 -0.442 -0.440
C -1.89973 2.10659 0.44239 -1.379 1.143 0.476
C 1.08903 0.16944 4.00110 0.482 1.085 0.422
C -5.33908 2.53703 -1.45142 0.780 -0.605 -1.747
H 2.05348 -3.99488 -3.03136 0.084 0.319 0.053
H -0.78431 2.14717 0.31177 -0.854 0.011 -0.265
H -2.03547 1.91134 1.50145 -0.044 -0.012 0.204
H 2.94848 -3.85304 0.81104 -0.085 -0.282 0.086
H -1.02952 -2.65609 -0.59877 -0.018 -0.009 0.313
H 2.11968 -4.52620 2.22011 -0.053 -0.188 -0.348
H 3.05535 0.53708 -1.97934 0.169 -0.276 0.054
H 2.08985 -2.57857 -4.13706 -0.065 -0.155 0.257
H 4.38719 -1.24570 -0.85615 0.601 0.157 -0.074
H -1.62075 0.55555 2.52121 0.048 -0.194 0.118
H -5.97930 3.11257 -2.16232 0.566 -0.241 0.449
H 2.11596 0.23438 4.39989 -0.398 -0.167 -0.269
H -0.84000 -3.94605 0.60819 -0.136 0.329 -0.109
H -2.01570 -2.64524 0.87085 0.458 -0.076 -0.150
H -1.39515 0.10168 -3.23834 0.529 -0.200 0.017
H 4.54379 -1.68529 -2.62057 0.631 0.063 0.522
H -4.28174 4.25681 1.31580 -0.062 0.187 0.543
H -2.10108 4.14855 0.98728 -0.202 -0.124 -0.220
H -3.24817 0.19030 -2.10744 -0.520 0.007 0.332
H 4.51710 -2.96299 -1.35337 0.220 -0.200 0.105
H -3.30213 3.17549 -1.89080 -0.323 0.069 -0.175
H -2.05680 0.04628 -0.13057 -0.382 -0.126 -0.125
H 2.66773 0.05121 -3.63755 -0.383 -0.464 0.618
H 0.64438 -2.93350 -3.14037 0.488 0.036 0.059
H -0.48813 2.23617 -3.03802 0.338 -0.146 0.270
H 0.80274 1.19994 3.73516 -0.070 -0.268 -0.035
H -6.16853 3.54699 0.26723 1.089 -0.089 -0.278
H 1.14405 2.14897 -3.73105 -0.076 -0.529 0.405
H 0.44852 -0.10420 4.85110 -0.012 -0.101 -0.250
H -5.87872 1.57609 -1.32784 0.304 0.409 0.151
H 3.19949 -1.68510 4.30014 0.039 0.059 -0.139
H 4.10032 -1.97582 2.81147 -0.046 0.009 0.080
H -1.84037 -0.85245 3.53218 0.378 -0.124 -0.189
H 1.33406 -4.60186 0.60696 0.206 0.150 0.189
H -0.02962 -0.17212 -4.36986 0.071 0.073 0.634
H 3.12690 -3.26320 3.52446 -0.051 0.326 -0.109
H -0.58221 -1.47580 -3.28714 -0.008 0.520 0.096
H -3.90046 2.16847 -3.16837 -0.511 0.060 0.416
H 0.90704 2.83051 -2.10939 -0.139 -0.291 -0.294
H -2.33084 -0.90227 1.82840 0.080 0.128 0.177
H -2.13982 3.92758 -0.70704 -0.636 -0.046 0.151
```
Forces are in eV/Å.

Atom charges from the Löwdin analysis, given in e for atoms 1 to 8: atom 1 (Mo): 1.289, atom 2 (P): 0.820, atom 3 (P): 0.663, atom 4 (N): 0.147, atom 5 (N): -0.052, atom 6 (N): 0.165, atom 7 (C): -0.123, atom 8 (C): -0.198



Record 4
A 2-piece molecular cluster, C7H6N4O2 overall, computed with ωB97M-V with the def2-TZVPD basis set.

Computed properties:
Energy above the lowest of the compared OMol25 structures with the same formula, charge and spin ... 234.31 kJ/mol
E ... -17407.4309 eV
E_HOMO ... -8.92 eV
SMILES ... C#C/C=C\c1cnnn1N.O=C=O

The geometry in XYZ format:
```
19
Properties=species:S:1:pos:R:3:forces:R:3
O 1.54500 -2.99637 -0.51421 -3.733 -2.126 -1.546
O 3.38947 -1.96240 0.24113 3.717 2.199 1.561
N 1.11711 -0.04115 1.65810 4.032 0.239 -3.019
N 2.14110 2.09868 1.03300 -0.526 -1.332 1.716
N 1.36200 1.02441 0.74124 -0.808 -0.442 0.603
N 2.37899 2.68878 -0.04978 1.534 1.630 -0.628
C 1.11302 0.99683 -0.59489 0.468 -0.640 -0.068
C 0.33377 -0.01570 -1.27903 -1.054 -1.091 -0.297
C -0.78736 -0.72354 -0.95528 2.670 2.608 2.263
C -1.52536 -0.77333 0.25686 -1.467 -0.012 1.438
C -2.32383 -0.95624 1.16138 2.018 0.686 -2.347
C 1.88223 2.04132 -1.10457 -2.149 -0.731 0.963
C 2.45563 -2.46313 -0.13273 -0.015 -0.095 0.022
H 2.02559 -0.23770 2.09000 -0.823 0.086 0.099
H 0.36114 -0.00070 2.24120 -2.267 0.911 1.596
H -3.15052 -0.95453 1.78294 -0.833 -0.183 1.072
H 1.79597 2.52631 -2.03721 0.307 0.080 -0.956
H -1.12011 -1.40747 -1.61510 -0.936 -2.151 -2.413
H 0.74664 -0.30447 -2.24346 -0.134 0.364 -0.058
```
Forces are in eV/Å.

Atom charges from the Löwdin analysis, given in e for atoms 1 to 8: atom 1 (O): 0.236, atom 2 (O): 0.230, atom 3 (N): 0.148, atom 4 (N): 0.029, atom 5 (N): -0.127, atom 6 (N): -0.023, atom 7 (C): -0.218, atom 8 (C): -0.028